# 1
{
  "formula": "C24H51Cl14N7PS",
  "method": "the ωB97M-V functional and the def2-TZVPD basis",
  "charge": 1,
  "homo_lumo_gap_ev": 8.2,
  "lumo_energy_ev": -2.592,
  "symbols": ["C", "N", "C", "C", "C", "C", "C", "C", "C", "N", "C", "N", "N", "N", "C", "P", "N", "N", "S", "H", "H", "H", "H", "H", "H", "H", "H", "H", "H", "H", "H", "H", "H", "H", "H", "H", "H", "H", "H", "H", "H", "H", "Cl", "C", "C", "Cl", "H", "H", "H", "H", "Cl", "C", "C", "Cl", "H", "H", "H", "H", "Cl", "C", "C", "Cl", "H", "H", "H", "H", "Cl", "C", "C", "Cl", "H", "H", "H", "H", "Cl", "C", "C", "Cl", "H", "H", "H", "H", "Cl", "C", "C", "Cl", "H", "H", "H", "H", "Cl", "C", "C", "Cl", "H", "H", "H", "H"],
  "xyz": [[5.09857, 0.07407, 0.90240], [3.73943, -0.32991, 1.24811], [3.39683, -1.67133, 0.80924], [2.19168, -1.75983, -0.06077], [0.97889, -2.20140, 0.29774], [0.44035, -2.67319, 1.61468], [-0.45118, -1.53339, 2.20949], [-1.90753, -1.97230, 2.38787], [-2.72897, -2.00623, 1.09333], [-2.38128, -0.94834, 0.12838], [-2.70513, 0.35009, 0.60600], [-1.84663, 1.27000, 0.43100], [-4.00475, 0.57575, 1.21419], [0.15425, -2.17011, -0.80772], [0.83365, -1.67805, -1.80840], [-0.06478, -1.50914, -3.39687], [-1.60072, -1.64503, -3.12447], [2.05937, -1.41733, -1.41732], [3.25641, -0.76992, -2.46227], [5.47722, -0.41133, 0.00181], [5.75671, -0.23536, 1.71517], [5.18464, 1.15336, 0.82320], [3.05313, 0.35352, 0.94787], [4.25250, -2.16801, 0.35028], [3.16221, -2.27966, 1.68491], [1.31013, -2.85443, 2.23171], [-0.15801, -3.57338, 1.49542], [-0.34912, -0.63925, 1.59991], [-0.02614, -1.28955, 3.17766], [-1.90966, -2.98589, 2.78224], [-2.38401, -1.28646, 3.08781], [-3.79456, -1.98131, 1.33754], [-2.56564, -2.95746, 0.57758], [-3.00568, -1.09737, -0.66462], [-2.24707, 2.13701, 0.79403], [-4.42705, 1.33281, 0.67536], [-3.81815, 0.99472, 2.12032], [-0.81747, -2.45773, -0.84299], [0.36971, -2.50080, -4.29921], [0.21769, -0.22464, -3.89894], [-2.00188, -2.41019, -3.65422], [3.17454, 0.55262, -2.19159], [5.85532, 0.76723, 4.87419], [7.62716, 0.91097, 4.71320], [8.02906, 2.12935, 3.92279], [7.56145, 1.98766, 2.20911], [7.99329, -0.00151, 4.24968], [8.03538, 0.97426, 5.72043], [9.11096, 2.24711, 3.95177], [7.57475, 3.03281, 4.32122], [3.62450, 4.24486, -1.02916], [2.13762, 4.51580, -0.08522], [1.99354, 3.51773, 1.03326], [1.68568, 1.87557, 0.41627], [1.29328, 4.47316, -0.76895], [2.19831, 5.52168, 0.32696], [1.14543, 3.78241, 1.66361], [2.88447, 3.47914, 1.65603], [2.00927, 1.09962, 3.67697], [1.57781, 2.06374, 5.11689], [2.65514, 2.01539, 6.16972], [2.79487, 0.40029, 6.90531], [0.63007, 1.69225, 5.49953], [1.43509, 3.09066, 4.78246], [2.41502, 2.71161, 6.97186], [3.62590, 2.28382, 5.75906], [-4.75002, -2.41250, -2.34211], [-6.37384, -2.42880, -1.59485], [-6.55138, -3.58322, -0.64305], [-6.58953, -5.14859, -1.49227], [-7.10909, -2.45559, -2.39452], [-6.48436, -1.48706, -1.05908], [-7.50182, -3.47980, -0.12212], [-5.75591, -3.62170, 0.09782], [-5.26692, 3.50017, 0.64296], [-4.73998, 3.97376, -0.99958], [-5.88880, 3.99450, -1.97317], [-6.50614, 2.35646, -2.30118], [-3.96369, 3.28024, -1.31691], [-4.30193, 4.96696, -0.91700], [-5.55398, 4.40660, -2.92358], [-6.71298, 4.60053, -1.60557], [6.43457, 0.91302, -2.25255], [6.88600, -0.27631, -3.50731], [8.21089, 0.05044, -4.14618], [8.12652, 1.52594, -5.13727], [6.08778, -0.30707, -4.24554], [6.94129, -1.24780, -3.01739], [8.50737, -0.76187, -4.80784], [8.98868, 0.18841, -3.39936], [-9.73275, -3.28996, -3.39058], [-9.52714, -2.70176, -5.06007], [-8.19904, -2.01556, -5.25633], [-8.09848, -0.47090, -4.36950], [-10.35875, -2.03952, -5.28637], [-9.59040, -3.56992, -5.71388], [-8.05745, -1.78557, -6.31094], [-7.37460, -2.64480, -4.92747]],
  "forces_ev_per_angstrom": [[0.1, -0.4, 0.7], [0.0, 0.1, -0.6], [0.0, 0.1, 0.4], [0.5, 0.2, -0.3], [-1.6, -1.4, 0.8], [0.0, 1.3, -0.6], [0.4, -0.7, 0.3], [0.2, 0.6, -0.6], [-0.1, -0.3, -0.1], [-0.7, -0.3, 0.4], [0.5, 0.9, -0.1], [-0.2, -0.2, 0.1], [0.5, -0.3, -0.2], [0.6, -0.2, 0.8], [-1.1, 0.0, -1.8], [-1.9, 0.2, -0.5], [0.4, -0.3, 0.2], [1.4, 0.8, 0.5], [0.4, -0.2, -0.2], [-0.1, 0.2, -0.3], [0.1, 0.1, 0.0], [-0.1, 0.1, -0.1], [0.4, -0.3, 0.1], [0.1, 0.1, -0.3], [0.0, -0.2, 0.0], [-0.1, -0.3, 0.4], [0.2, -0.2, -0.1], [-0.2, 0.1, 0.0], [-0.1, 0.1, 0.2], [-0.2, 0.0, 0.4], [-0.1, -0.1, 0.2], [0.0, 0.0, 0.1], [0.1, 0.0, -0.1], [0.2, -0.1, -0.4], [0.2, 0.1, -0.1], [-0.2, -0.3, 0.2], [-0.2, -0.1, 0.1], [-0.2, 0.4, -0.2], [0.8, 0.4, 0.2], [0.8, -0.3, 0.2], [-0.2, 0.0, 0.1], [-0.3, -0.2, 0.4], [0.0, -0.1, -0.1], [0.1, 0.0, 0.1], [0.1, 0.0, 0.1], [0.1, 0.1, 0.0], [-0.1, 0.0, -0.1], [0.0, 0.1, 0.0], [0.0, -0.1, 0.0], [-0.1, 0.0, 0.0], [0.0, -0.1, 0.0], [0.0, 0.1, 0.0], [0.1, 0.2, 0.2], [-0.4, 0.3, -0.4], [0.0, -0.1, 0.0], [0.0, 0.0, 0.0], [-0.1, -0.1, -0.1], [0.0, -0.1, -0.1], [0.0, 0.0, 0.1], [-0.1, 0.1, 0.0], [0.0, 0.1, 0.1], [0.0, 0.0, 0.0], [0.0, -0.1, 0.0], [0.1, 0.0, 0.0], [-0.1, 0.0, 0.0], [0.0, -0.1, 0.0], [0.1, 0.1, 0.0], [-0.2, 0.1, 0.1], [-0.1, 0.0, 0.1], [0.1, 0.0, 0.0], [0.0, 0.0, 0.0], [0.1, 0.0, 0.0], [0.0, 0.0, -0.1], [0.0, 0.0, -0.1], [-0.1, 0.2, 0.0], [0.1, 0.1, -0.1], [0.0, 0.0, -0.1], [0.0, 0.0, 0.0], [-0.1, -0.1, 0.0], [-0.1, 0.0, 0.0], [0.1, 0.0, 0.0], [0.0, -0.1, 0.0], [0.0, 0.1, -0.1], [0.0, -0.2, 0.0], [0.1, 0.0, -0.1], [0.0, 0.0, 0.0], [0.0, 0.1, 0.0], [0.1, 0.0, 0.0], [-0.1, 0.0, 0.0], [0.0, 0.1, 0.0], [0.0, 0.0, 0.0], [0.0, 0.0, -0.1], [0.0, 0.0, -0.1], [0.0, 0.0, 0.0], [0.0, 0.0, 0.1], [0.1, 0.0, 0.0], [0.0, 0.0, 0.0], [0.0, 0.0, 0.1]]
}

***

# 2
{
  "formula": "C24H51N6O11P",
  "method": "the ωB97M-V functional and the def2-TZVPD basis",
  "homo_lumo_gap_ev": 4.6,
  "lumo_energy_ev": -0.833,
  "symbols": ["C", "C", "O", "C", "C", "O", "C", "C", "O", "C", "C", "C", "C", "C", "C", "C", "C", "C", "N", "C", "C", "O", "N", "O", "N", "C", "C", "C", "N", "P", "N", "O", "O", "C", "N", "C", "O", "C", "H", "H", "H", "H", "H", "H", "H", "H", "H", "H", "H", "H", "H", "H", "H", "H", "H", "H", "H", "H", "H", "H", "H", "H", "H", "H", "H", "H", "H", "H", "H", "H", "H", "H", "H", "H", "H", "H", "H", "H", "H", "H", "H", "H", "H", "H", "H", "H", "H", "H", "C", "O", "O", "O", "H"],
  "xyz": [[0.17018, 3.84302, 5.24662], [-0.80915, 4.25044, 4.14837], [-0.24788, 3.91667, 2.88580], [-1.12491, 4.18753, 1.80156], [-0.34144, 3.99478, 0.49819], [-1.20396, 3.36795, -0.44238], [-0.63707, 3.33716, -1.75698], [-1.41426, 2.32485, -2.57663], [-0.90928, 1.02456, -2.32542], [-1.51069, 0.31209, -1.25855], [-0.35124, -0.43580, -0.59070], [0.72030, 0.65871, -0.30647], [2.07964, 0.78289, -1.00755], [3.16339, 1.33251, -0.03284], [1.90928, 1.76445, -2.17405], [-0.00083, -1.66663, -1.45574], [0.76118, -1.47642, -2.78641], [-0.01076, -2.03367, -4.00620], [0.93420, -2.43288, -5.05261], [0.74720, -2.60662, -0.50920], [0.96140, -4.02768, -1.02306], [-0.24054, -4.50022, -1.64241], [0.07616, -5.25613, -2.81365], [-0.89328, -5.69834, -3.27616], [0.05747, -2.44849, 0.92443], [-0.64571, -3.76668, 1.29585], [-1.52088, -3.88456, 2.56518], [-3.02517, -3.69752, 2.51323], [-1.02200, -4.29246, 3.66571], [1.43433, -2.26889, 2.12406], [1.19045, -2.22768, 3.62612], [2.26872, -3.54680, 1.58009], [2.25047, -1.05820, 1.46096], [-0.90037, -1.18138, 0.69779], [-2.18347, -1.77247, 0.46851], [-1.14253, -0.31444, 1.96569], [-0.01250, 0.24623, 2.56852], [-0.17154, 1.62554, 2.91388], [-0.13280, 4.29956, 6.20247], [1.18057, 4.19961, 5.00864], [0.19119, 2.75315, 5.38958], [-1.77930, 3.73043, 4.27811], [-1.01825, 5.33538, 4.19097], [-1.52426, 5.21472, 1.88810], [-1.97880, 3.48351, 1.81471], [0.53684, 3.36081, 0.71066], [0.03818, 4.95286, 0.10213], [0.41924, 3.00562, -1.69936], [-0.64093, 4.33269, -2.23530], [-2.48696, 2.35560, -2.31452], [-1.29274, 2.54280, -3.65020], [-1.99131, 0.98990, -0.52700], [-2.27809, -0.37898, -1.64977], [0.92554, 0.60705, 0.76242], [0.21341, 1.63071, -0.46474], [2.45913, -0.19397, -1.35072], [3.83105, 0.54194, 0.35028], [3.80859, 2.05633, -0.55213], [2.70931, 1.85762, 0.82328], [1.04246, 1.53543, -2.80872], [1.78747, 2.78105, -1.77189], [2.79067, 1.80443, -2.83325], [-0.96825, -2.13320, -1.72044], [1.75702, -1.95510, -2.74284], [0.95157, -0.41670, -2.96626], [-0.63310, -1.21964, -4.41340], [-0.69003, -2.85009, -3.69505], [0.45388, -2.91176, -5.80880], [1.60765, -3.10182, -4.68689], [1.74016, -2.14473, -0.44147], [1.77473, -3.98362, -1.76742], [1.27244, -4.73551, -0.25169], [0.18692, -4.46587, 1.43927], [-1.19938, -4.10468, 0.41311], [-3.47339, -4.47713, 3.14637], [-3.43733, -3.78060, 1.50063], [-3.30954, -2.71602, 2.91399], [-0.00965, -4.41020, 3.62769], [0.26090, -2.16268, 4.01112], [3.09116, -3.64410, 2.09030], [2.44571, -0.39809, 2.14802], [-2.98356, -1.18682, 0.63570], [-2.29054, -2.45773, -0.25526], [-1.82375, 0.48140, 1.60573], [-1.69477, -0.92746, 2.70169], [-0.39136, 2.23097, 2.01978], [0.77548, 1.96212, 3.35793], [-0.97887, 1.75786, 3.65377], [0.58147, 3.25672, -4.54652], [-0.54412, 3.13278, -3.99502], [0.80638, 2.33834, -5.60726], [1.52934, 4.00117, -4.28571], [-0.02234, 1.84852, -5.65840]],
  "forces_ev_per_angstrom": [[-0.2, 0.1, 0.2], [0.0, 0.2, 0.1], [-0.3, 2.0, 0.6], [0.0, 0.5, -0.1], [-0.4, 0.1, -0.3], [0.4, 0.5, 1.2], [-0.4, 0.0, -0.2], [-5.6, -2.7, 7.2], [-0.8, -1.6, 0.7], [0.2, 0.3, -0.4], [0.1, -0.7, 0.2], [-0.1, 0.2, 1.3], [0.3, 0.0, -0.3], [0.1, 0.0, -0.2], [1.4, -0.4, -0.7], [-0.3, -0.2, -0.1], [0.0, 0.0, -0.3], [0.1, 0.2, 0.0], [-0.1, -0.3, 0.1], [0.5, 0.5, -0.2], [0.0, 0.1, 0.0], [0.2, -0.2, 0.0], [-0.5, -0.1, 0.0], [0.4, 0.1, 0.1], [0.9, -0.2, -0.3], [-0.1, -0.2, 0.0], [0.2, 0.0, 0.3], [-0.1, -0.3, 0.0], [-0.3, 0.2, -0.5], [0.3, 0.6, -0.3], [0.0, -0.4, -0.8], [0.0, 0.6, 0.5], [0.0, -1.1, 0.9], [-0.5, 0.4, -0.2], [0.1, -0.3, 0.7], [0.0, 0.0, -0.1], [-0.2, -0.4, 0.1], [0.2, -0.5, -0.5], [0.1, -0.2, -0.3], [-0.2, -0.1, 0.0], [0.1, 0.4, -0.1], [0.2, 0.1, 0.0], [0.1, -0.3, 0.0], [0.1, -0.4, 0.0], [0.2, 0.2, 0.0], [-0.1, 0.2, -0.1], [-0.1, -0.2, 0.1], [-1.8, 0.8, 0.0], [-0.3, -0.2, 0.6], [-0.1, -0.1, 0.8], [-4.9, -4.3, 1.6], [0.2, -0.1, -0.4], [0.2, 0.2, 0.1], [-0.1, 0.1, -0.4], [0.2, -0.9, 0.3], [-0.2, 0.3, -0.1], [-0.3, 0.2, -0.1], [-0.2, -0.2, 0.1], [0.1, -0.1, -0.2], [0.6, 0.1, 0.4], [0.8, -0.6, -0.3], [-0.1, -0.1, 0.3], [0.4, 0.1, 0.1], [-0.3, 0.1, 0.0], [-0.1, -0.3, 0.1], [0.1, -0.3, 0.2], [0.2, 0.2, 0.0], [0.0, 0.2, 0.0], [-0.1, 0.1, 0.0], [-0.2, -0.2, 0.4], [-0.4, 0.0, 0.2], [0.0, 0.2, -0.1], [-0.3, 0.1, 0.0], [0.1, 0.2, 0.3], [0.1, 0.3, -0.1], [0.2, 0.0, 0.3], [0.1, -0.2, -0.1], [0.0, 0.0, -0.1], [0.1, 0.2, 0.2], [-0.2, -0.1, -0.1], [-0.3, 0.1, -0.2], [0.0, 0.0, -0.2], [-0.1, 0.4, -0.4], [0.2, -0.2, 0.1], [0.1, 0.1, -0.2], [0.2, -1.4, 0.4], [-0.4, -0.4, -0.3], [0.2, -0.2, -0.3], [2.5, 0.5, -2.0], [9.3, 8.6, -9.9], [-0.2, 0.3, 0.7], [-1.0, -0.6, 0.2], [0.1, -0.1, -0.2]]
}